# 1
2 unconnected molecules or ions with the total composition C6H15NO at a distorted geometry, computed with ωB97M-V/def2-TZVPD.

```
23
Properties=species:S:1:pos:R:3:nbo_charge:R:1
C -1.58 0.29 -1.05 -0.649
C -0.43 -0.01 0.12 -0.013
C 0.93 0.63 -0.16 -0.435
C 1.88 -0.44 -0.63 -0.404
C 1.23 -1.82 -0.38 -0.207
N -0.17 -1.42 -0.07 -0.480
C -1.18 -2.34 0.47 -0.404
H -2.64 0.36 -0.69 0.202
H -1.47 1.43 -1.19 0.205
H -1.49 -0.46 -1.81 0.222
H -0.92 0.25 1.10 0.179
H 0.79 1.32 -0.96 0.209
H 1.32 1.21 0.64 0.220
H 2.85 -0.37 -0.04 0.220
H 1.95 -0.25 -1.81 0.207
H 1.28 -2.41 -1.37 0.180
H 1.57 -2.41 0.44 0.176
H -0.86 -2.63 1.58 0.163
H -2.02 -1.68 0.50 0.208
H -1.21 -3.25 -0.26 0.201
O 0.24 4.29 1.93 -0.923
H -0.69 4.56 1.93 0.463
H 0.61 5.14 1.73 0.461
```

Summary:
M = 117.192 g mol⁻¹
calculated total energy = -10000.574 eV
charge = 0
relative energy (zero: lowest compared OMol25 entry of this formula, charge and spin) = 73.4 kcal per mole
spin multiplicity = 1
HOMO-LUMO gap = 0.29980 Ha
LUMO energy = 0.7919 eV
SMILES = C[C@@H]1CCCN1C.O

***

# 2
A molecular structure, C6H15NO at a distorted geometry, computed with ωB97M-V/def2-TZVPD.

```
23
Properties=species:S:1:pos:R:3:nbo_charge:R:1
C -3.99 0.76 -0.19 -0.215
N -3.31 0.04 0.84 -0.855
C 1.79 -0.01 0.33 -0.716
C 3.01 -0.71 0.60 0.099
C 4.06 -0.63 -0.33 -0.309
C 5.20 -1.39 -0.37 -0.201
C -3.10 1.82 -0.82 -0.616
H -4.88 1.29 0.22 0.167
H -4.44 0.05 -0.93 0.151
H -3.91 -0.57 1.39 0.335
H 1.87 0.48 -0.63 0.233
H 1.41 0.69 1.07 0.291
H -2.26 -0.51 0.48 0.425
H 3.16 -1.33 1.48 0.209
H 3.94 -0.09 -1.27 0.217
H 5.96 -1.15 -1.09 0.223
H 5.26 -2.05 0.49 0.201
H -2.16 1.46 -1.27 0.210
H -3.68 2.45 -1.49 0.195
H -2.87 2.51 0.01 0.201
H -0.84 -1.40 0.99 0.428
H 0.92 -0.75 0.27 0.346
O -1.14 -0.95 0.20 -1.018
```

Summary:
M = 117.192 g mol⁻¹
calculated total energy = -9996.395 eV
charge = 0
relative energy (zero: lowest compared OMol25 entry of this formula, charge and spin) = 169.8 kcal per mole
spin multiplicity = 1
HOMO-LUMO gap = 0.10586 Ha
LUMO energy = -3.2921 eV

***

# 3
A single C6H15NO molecule at a distorted geometry, computed with ωB97M-V/def2-TZVPD.

```
23
Properties=species:S:1:pos:R:3:nbo_charge:R:1
C 1.93 -0.88 1.33 -0.418
N 2.41 0.15 0.40 -0.626
C 1.50 0.42 -0.71 -0.222
C 0.36 1.39 -0.43 -0.420
C -0.72 0.94 0.56 -0.401
C -1.52 -0.34 0.28 -0.430
C -1.75 -0.60 -1.20 -0.060
O -2.58 -1.75 -1.42 -0.720
H 1.19 -0.54 2.06 0.165
H 1.48 -1.70 0.77 0.193
H 2.77 -1.32 1.85 0.197
H 2.58 1.00 0.92 0.348
H 1.12 -0.52 -1.11 0.185
H 2.12 0.82 -1.51 0.196
H 0.78 2.31 -0.01 0.201
H -0.05 1.74 -1.37 0.205
H -1.44 1.76 0.59 0.204
H -0.28 0.91 1.55 0.205
H -1.06 -1.20 0.77 0.205
H -2.50 -0.27 0.79 0.196
H -0.82 -0.87 -1.66 0.179
H -2.23 0.27 -1.65 0.159
H -3.31 -1.72 -0.80 0.458
```

Summary:
M = 117.192 g mol⁻¹
calculated total energy = -10002.138 eV
charge = 0
relative energy (zero: lowest compared OMol25 entry of this formula, charge and spin) = 37.3 kcal per mole
spin multiplicity = 1
HOMO-LUMO gap = 0.35605 Ha
LUMO energy = 0.9662 eV
SMILES = CNCCCCCO

***

# 4
A gas-phase ion, C6H15NO (charge +1) at a distorted geometry, computed with ωB97M-V/def2-TZVPD.

```
23
Properties=species:S:1:pos:R:3:lowdin_spin:R:1
C -2.20 -1.02 -1.75 0.001
O -2.43 0.32 -2.13 0.002
C -1.79 -1.20 -0.25 0.002
C -0.71 -0.11 0.06 0.004
C 0.39 -0.59 1.07 0.033
C 1.14 0.52 1.77 0.138
C 2.15 1.34 0.81 0.156
N 3.34 0.70 0.38 0.563
H -1.34 -1.36 -2.34 0.000
H -3.11 -1.60 -1.88 0.000
H -2.68 0.87 -1.37 0.000
H -1.42 -2.24 -0.27 0.000
H -2.57 -1.19 0.51 0.000
H -0.29 0.29 -0.86 0.000
H -1.23 0.68 0.62 0.000
H 1.04 -1.28 0.52 0.001
H -0.23 -1.08 1.82 0.015
H 1.70 0.24 2.66 0.000
H 0.43 1.25 2.17 0.005
H 1.65 1.83 -0.02 0.001
H 2.51 2.07 1.56 0.046
H 3.20 0.13 -0.46 0.017
H 3.75 0.02 1.03 0.016
```

Summary:
M = 117.192 g mol⁻¹
calculated total energy = -9992.975 eV
charge = +1
relative energy (zero: lowest compared OMol25 entry of this formula, charge and spin) = 52.2 kcal per mole
⟨S²⟩ = 0.76
spin multiplicity = 2
HOMO-LUMO gap (alpha / beta) = 0.35447 / 0.15135 Ha
LUMO energy (alpha / beta) = -3.3641 / -8.8790 eV

***

# 5
2 unconnected molecules or ions with the total composition C6H15NO at a distorted geometry, computed with ωB97M-V/def2-TZVPD.

```
23
Properties=species:S:1:pos:R:3:lowdin_spin:R:1
C 0.12 -0.88 -0.93 0.000
C -0.28 -2.38 -0.77 0.000
C 1.57 -0.79 -1.47 0.000
C -0.86 -0.14 -1.84 0.000
H 0.16 -0.33 0.02 -0.001
H -1.13 -2.57 -1.41 0.000
H -0.58 -2.64 0.24 0.000
H 1.62 -0.52 -2.52 0.000
H 2.05 0.07 -0.98 0.000
H 2.14 -1.66 -1.18 0.000
H -1.89 -0.51 -1.77 0.000
H -1.04 0.90 -1.56 0.000
H -0.60 -0.30 -2.89 0.000
H 0.59 -2.98 -1.01 0.000
C -0.88 2.14 1.31 0.031
C -0.45 1.13 2.26 0.045
O -0.94 0.07 2.61 0.659
N 0.79 1.40 2.86 0.255
H -1.90 2.52 1.43 -0.002
H -0.80 1.76 0.29 -0.002
H 1.22 0.81 3.57 0.003
H 1.47 1.83 2.23 0.007
H -0.36 3.08 1.50 0.007
```

Summary:
M = 117.192 g mol⁻¹
calculated total energy = -9992.917 eV
charge = +1
relative energy (zero: lowest compared OMol25 entry of this formula, charge and spin) = 53.6 kcal per mole
⟨S²⟩ = 0.76
spin multiplicity = 2
HOMO-LUMO gap (alpha / beta) = 0.34495 / 0.17086 Ha
LUMO energy (alpha / beta) = -4.8121 / -9.5493 eV

***

# 6
3 unconnected molecules or ions with the total composition C6H15NO2 at a distorted geometry, computed with ωB97M-V/def2-TZVPD.

```
24
Properties=species:S:1:pos:R:3:nbo_charge:R:1
C -0.76 -0.68 0.59 0.855
C 1.17 0.37 -0.55 0.116
C -3.33 -0.24 1.06 -0.592
C 1.99 -0.89 -0.50 -0.688
C 0.83 0.83 -1.93 -0.685
C 1.62 1.45 0.39 -0.682
N -1.24 0.45 0.19 -0.718
O -0.31 -0.86 1.85 -0.701
O -0.91 -1.85 -0.06 -0.683
H -0.27 0.01 2.27 0.511
H -0.75 -2.57 0.57 0.499
H -1.60 0.37 -0.75 0.373
H -3.77 -0.73 0.20 0.169
H -3.66 0.77 1.26 0.175
H -3.21 -0.87 1.93 0.166
H 2.11 -1.26 0.52 0.211
H 1.55 -1.68 -1.11 0.216
H 3.00 -0.71 -0.90 0.202
H 0.17 1.71 -1.92 0.214
H 0.36 0.04 -2.52 0.211
H 1.74 1.13 -2.48 0.205
H 2.59 1.86 0.08 0.203
H 1.76 1.07 1.41 0.199
H 0.91 2.28 0.42 0.223
```

Summary:
M = 133.191 g mol⁻¹
calculated total energy = -12046.074 eV
charge = 0
relative energy (zero: lowest compared OMol25 entry of this formula, charge and spin) = 123.1 kcal per mole
spin multiplicity = 1
HOMO-LUMO gap (alpha / beta) = 0.28582 / 0.26928 Ha
LUMO energy (alpha / beta) = 0.5820 / 0.5794 eV

***

# 7
2 unconnected molecules or ions with the total composition C6H15NO2 at a distorted geometry, computed with ωB97M-V/def2-TZVPD.

```
24
Properties=species:S:1:pos:R:3:nbo_charge:R:1
C -1.28 -0.17 2.63 -0.631
C 0.17 -0.71 2.34 -0.421
C 0.76 -0.10 1.07 -0.411
C -0.41 0.46 0.03 -0.219
N -1.25 -0.50 -0.71 -0.628
C -1.17 -0.67 -2.07 0.653
C 0.06 -0.53 -2.83 -0.723
O -2.12 -1.20 -2.57 -0.615
H -1.35 0.97 2.72 0.205
H -1.63 -0.47 3.68 0.216
H -2.11 -0.47 1.98 0.201
H 0.76 -0.63 3.36 0.217
H 0.15 -1.84 2.21 0.208
H 1.28 0.94 1.23 0.201
H 1.51 -0.76 0.64 0.211
H -1.08 1.05 0.69 0.202
H -0.01 1.10 -0.70 0.211
H -2.19 -0.63 -0.26 0.404
H 0.90 -0.05 -2.21 0.217
H -0.06 -0.06 -3.80 0.248
H 0.51 -1.51 -3.10 0.250
O 2.45 2.00 -1.36 -0.920
H 2.94 1.60 -2.10 0.464
H 3.18 2.17 -0.85 0.460
```

Summary:
M = 133.191 g mol⁻¹
calculated total energy = -12049.309 eV
charge = 0
relative energy (zero: lowest compared OMol25 entry of this formula, charge and spin) = 48.5 kcal per mole
spin multiplicity = 1
HOMO-LUMO gap = 0.35220 Ha
LUMO energy = 0.5060 eV
SMILES = CCCCNC(C)=O.O

***

# 8
2 unconnected molecules or ions with the total composition C6H15NO2, computed with ωB97M-V/def2-TZVPD.

```
24
Properties=species:S:1:pos:R:3:nbo_charge:R:1
C 0.11 -2.67 0.44 -0.603
C 0.14 -1.81 -0.82 -0.498
C 0.03 -0.35 -0.47 0.697
O 1.01 0.35 -0.23 -0.673
N -1.23 0.14 -0.40 -0.609
C -1.59 1.48 0.06 -0.041
C -1.03 2.55 -0.87 -0.619
C -1.18 1.72 1.50 -0.622
H 0.20 -3.73 0.21 0.216
H 0.94 -2.42 1.10 0.235
H -0.82 -2.55 1.01 0.198
H -0.64 -2.11 -1.52 0.206
H 1.10 -1.95 -1.32 0.241
H -1.98 -0.51 -0.57 0.397
H -2.68 1.52 0.00 0.194
H -1.33 2.38 -1.90 0.209
H -1.40 3.54 -0.58 0.209
H 0.06 2.54 -0.83 0.234
H -1.56 0.93 2.16 0.209
H -1.57 2.67 1.87 0.212
H -0.10 1.73 1.62 0.231
O 3.24 -1.24 0.39 -0.981
H 3.94 -0.60 0.56 0.464
H 2.48 -0.69 0.14 0.492
```

Summary:
M = 133.191 g mol⁻¹
calculated total energy = -12051.411 eV
charge = 0
relative energy (zero: lowest compared OMol25 entry of this formula, charge and spin) = 0.0 kcal per mole
spin multiplicity = 1
HOMO-LUMO gap = 0.39255 Ha
LUMO energy = 0.7523 eV
SMILES = CCC(=O)NC(C)C.O

***

# 9
2 unconnected molecules or ions with the total composition C6H15NO3 at a distorted geometry, computed with ωB97M-V/def2-TZVPD.

```
25
Properties=species:S:1:pos:R:3:nbo_charge:R:1
C -2.25 1.43 0.08 -0.621
C -1.71 0.16 0.70 -0.055
O -0.60 -0.28 -0.06 -0.545
C 0.07 -1.42 0.46 0.104
C -0.61 -2.72 0.05 -0.633
C 1.50 -1.37 -0.04 -0.522
C 2.35 -0.19 0.36 0.807
O 3.26 0.23 -0.31 -0.588
O 2.11 0.25 1.60 -0.694
H -1.51 2.24 0.12 0.211
H -2.53 1.27 -0.97 0.212
H -3.15 1.76 0.63 0.212
H -1.39 0.35 1.74 0.165
H -2.50 -0.61 0.72 0.158
H 0.07 -1.35 1.56 0.175
H 0.00 -3.58 0.38 0.211
H -1.60 -2.82 0.50 0.213
H -0.72 -2.77 -1.05 0.215
H 2.04 -2.26 0.32 0.235
H 1.52 -1.43 -1.14 0.241
H 2.92 0.66 1.94 0.500
N 0.81 2.90 -1.75 -1.064
H -0.21 2.85 -1.70 0.354
H 1.06 2.89 -2.74 0.357
H 1.08 3.81 -1.38 0.354
```

Summary:
M = 149.190 g mol⁻¹
calculated total energy = -14098.116 eV
charge = 0
relative energy (zero: lowest compared OMol25 entry of this formula, charge and spin) = 15.0 kcal per mole
spin multiplicity = 1
HOMO-LUMO gap = 0.38674 Ha
LUMO energy = 0.8201 eV
SMILES = CCO[C@@H](C)CC(=O)O.N

***

# 10
A gas-phase ion, C6H15NOP (charge +1) at a distorted geometry, computed with ωB97M-V/def2-TZVPD.

```
24
Properties=species:S:1:pos:R:3:nbo_charge:R:1
C 1.34 -1.17 -1.86 -0.663
C 0.18 -1.14 -0.89 0.078
O -0.99 -0.78 -1.55 -0.748
P -0.07 -2.65 0.18 0.287
C 0.50 0.31 0.21 -0.074
C -0.06 0.17 1.62 -0.452
C -0.50 1.59 1.95 -0.413
C -1.14 2.04 0.63 -0.228
N -0.28 1.40 -0.41 -0.546
H 2.29 -1.30 -1.35 0.232
H 1.37 -0.26 -2.46 0.215
H 1.21 -2.01 -2.55 0.242
H -1.75 -1.28 -1.23 0.504
H 1.28 -2.80 0.49 0.006
H 0.02 -3.53 -0.90 0.006
H 1.56 0.51 0.18 0.228
H 0.68 -0.22 2.31 0.256
H -0.92 -0.50 1.63 0.227
H -1.20 1.63 2.77 0.252
H 0.36 2.22 2.19 0.222
H -2.15 1.64 0.55 0.224
H -1.17 3.12 0.51 0.241
H -0.86 0.92 -1.14 0.465
H 0.32 2.08 -0.88 0.439
```

Summary:
M = 148.166 g mol⁻¹
calculated total energy = -19284.445 eV
charge = +1
relative energy (zero: lowest compared OMol25 entry of this formula, charge and spin) = 46.8 kcal per mole
spin multiplicity = 1
HOMO-LUMO gap = 0.38800 Ha
LUMO energy = -2.9362 eV
SMILES = C[C@@](O)(P)[C@@H]1CCC[NH2+]1